The following is a DFT calculation (the ωB97M-V functional and the def2-TZVPD basis) of an isolated molecule of C7H6N2O4S2.

```
21
Properties=species:S:1:pos:R:3:forces:R:3:nbo_charge:R:1
C 2.3065 1.7386 -0.0801 2.0693 0.7222 1.2363 -0.350
C 0.4981 0.4261 -0.6013 -1.2340 -0.2345 2.1499 0.184
C 1.1980 1.1785 0.4214 -1.7379 -0.7638 -0.9768 -0.294
C 1.1691 0.4198 -1.7586 0.7601 -0.0692 -0.5735 -0.188
C 0.6947 -0.6643 2.1792 1.5814 -1.1853 -1.8533 -0.499
C -1.6675 -0.0415 0.5444 2.6355 2.5857 0.5781 0.697
C -2.6952 -1.0606 0.5460 -2.2988 0.1989 1.9027 -0.739
N -0.6607 -0.3097 -0.3044 0.6744 -1.9086 -1.8161 -0.580
N 0.8368 -0.2912 -2.9473 1.2254 1.7498 -0.6856 0.530
O -0.2397 -0.8015 -3.0093 -1.3625 -1.2938 -0.1695 -0.369
O 1.6479 -0.1981 -3.8616 -0.1989 -0.4307 0.1923 -0.383
O -1.6544 1.0354 1.1928 -0.8358 -1.7451 -0.9941 -0.652
O 1.7514 0.2199 2.8016 0.7677 -0.2676 0.6910 -0.662
S 2.6214 1.3312 -1.7321 0.0666 0.2482 0.7427 0.526
S 0.5653 1.0080 2.0793 0.1108 1.7535 0.1758 1.149
H 3.0821 2.2132 0.5927 -0.9573 -0.3271 -1.2988 0.267
H 0.0805 -1.1363 2.8759 -1.1726 -0.1460 1.8443 0.161
H -3.4435 -0.4132 1.1651 0.0995 -1.9427 -1.5748 0.270
H -2.5070 -2.0252 1.0846 0.3053 1.1024 -0.1547 0.262
H -2.8789 -1.3484 -0.4998 -0.7983 0.3955 0.4496 0.248
H -0.7049 -1.2809 -0.6887 0.3002 1.5581 0.1344 0.425
```
Forces are in eV/Å.

Output
HOMO-LUMO gap = 6.76 eV
Energy = -1476.90979 Eh
LUMO level = -1.0 eV
2S+1 = 1
Charge = 0
E_HOMO = -7.8 eV
Relative energy (zero: lowest compared OMol25 entry of this formula, charge and spin) = 121.3 kcal per mole

=====

The following is a DFT calculation (the ωB97M-V functional and the def2-TZVPD basis) of C7H6N2O4SZn as an isolated structure.

```
21
Properties=species:S:1:pos:R:3:forces:R:3:nbo_charge:R:1
Zn 0.2847 -1.9553 -2.1583 -0.0531 1.4496 1.0653 1.445
O -0.6076 3.1800 -1.8563 0.2265 -1.3229 -0.1018 -0.427
C -0.4171 2.0713 -1.9621 -0.2059 1.2084 0.1000 0.438
C 2.2764 -1.6370 -2.3203 8.1243 -0.4238 -0.6064 0.391
O 3.4503 -1.6101 -2.3616 -7.2108 0.0774 0.3750 -0.271
C -1.6727 -2.3401 -2.3311 -7.7966 -3.2659 -0.6462 0.386
O -2.7868 -2.7149 -2.3777 6.8866 2.5770 0.4062 -0.266
C 0.0799 -0.7265 -4.2985 -0.1047 0.5772 -4.7748 0.409
O 0.0463 -0.5327 -5.4356 0.1093 -0.6182 4.7762 -0.329
S 0.2629 -1.9239 0.2754 0.1770 -1.6006 -0.5689 -0.396
C 0.0882 -0.5732 1.2534 -0.6635 5.3355 0.0888 0.347
N -1.0995 0.0531 1.6057 1.1047 -1.4132 -0.4183 -0.531
C -0.8989 1.0690 2.6004 0.2488 1.0386 1.7066 -0.246
C 0.6214 1.2697 2.5964 -0.5378 0.8779 1.7528 -0.247
N 1.0765 0.3356 1.6040 -0.6968 -1.5460 -0.3728 -0.532
H -2.0486 -0.2866 1.5614 0.3391 -0.8595 -0.4775 0.443
H -1.2239 0.6721 3.5835 -0.0292 0.4067 -0.5141 0.230
H -1.3693 2.0639 2.4415 -0.2538 -1.0497 -0.3650 0.243
H 1.0421 0.9749 3.5794 -0.0839 0.3855 -0.5164 0.230
H 0.8134 2.3509 2.4393 0.5516 -0.8784 -0.4158 0.243
H 2.0823 0.2597 1.5612 -0.1318 -0.9555 -0.4928 0.444
```
Forces are in eV/Å.

Output
HOMO-LUMO gap = 6.74 eV
Energy = -2857.65178 Eh
LUMO level = -9.6 eV
2S+1 = 1
Charge = +2
E_HOMO = -16.3 eV

=====

The following is a DFT calculation (the ωB97M-V functional and the def2-TZVPD basis) of an isolated ion of composition C7H6N3 and charge +1.

```
16
Properties=species:S:1:pos:R:3:forces:R:3:nbo_charge:R:1
C -2.3903 1.0834 0.1147 1.3879 2.0787 -2.0431 -0.422
N -1.2638 0.1813 -0.1296 0.3864 2.0221 0.5928 -0.327
C -1.3828 -1.1699 -0.1771 -2.2700 0.1784 -1.1135 0.291
N -0.2920 -1.7948 -0.2323 2.1953 -1.2998 0.1676 -0.397
C 0.7323 -0.8834 -0.1265 -0.5057 -0.3009 -0.0697 0.157
C 2.0747 -1.1206 -0.0046 3.4391 4.0601 0.6846 -0.175
C 2.9368 0.2022 0.1502 -0.5478 -3.8212 0.8799 0.049
N 2.2136 1.3334 0.1812 0.5274 -0.6985 -0.4305 -0.278
C 1.0314 1.3644 -0.0581 1.3708 0.2115 0.3194 0.543
C 0.0721 0.4723 -0.0956 -1.5640 -2.3744 0.1159 0.029
H -2.5297 1.7962 -0.7434 0.9364 -0.1341 0.7439 0.234
H -3.1736 0.4816 -0.1657 -2.5528 -1.3845 0.8347 0.235
H -2.3638 1.6701 1.0392 -0.2105 -0.8192 -0.0276 0.245
H -2.3720 -1.6321 -0.3817 0.7411 0.4009 0.6612 0.242
H 2.6707 -2.0674 0.1386 -1.2621 1.0735 -0.4006 0.301
H 4.0363 0.0832 0.4905 -2.0716 0.8073 -0.9150 0.274
```
Forces are in eV/Å.

Output
HOMO-LUMO gap = 7.63 eV
Energy = -434.21266 Eh
LUMO level = -6.4 eV
2S+1 = 1
Charge = +1
E_HOMO = -14.0 eV
SMILES string = Cn1cnc2cc[n+]#cc21
Relative energy (zero: lowest compared OMol25 entry of this formula, charge and spin) = 43.2 kcal per mole

=====

The following is a DFT calculation (the ωB97M-V functional and the def2-TZVPD basis) of an isolated molecule of C7H6NOP.

```
16
Properties=species:S:1:pos:R:3:forces:R:3:nbo_charge:R:1
O -2.2707 -1.9596 -0.0018 0.3984 0.0389 -0.0077 -0.529
N -1.7838 -0.6465 0.0005 -0.3253 -0.0967 0.0042 -0.350
P -2.7552 0.7392 0.0005 0.3017 0.5719 -0.0025 0.724
C -1.3577 1.7236 0.0004 -0.8190 -0.2336 0.0005 -0.625
C -0.1694 0.9639 -0.0006 -0.0895 -0.3277 -0.0011 -0.132
C 1.1661 1.3888 -0.0021 0.1326 -0.1527 -0.0002 -0.173
C 2.1666 0.4493 -0.0028 0.1438 0.2989 0.0001 -0.236
C 1.8762 -0.9211 -0.0016 -0.1966 -0.1951 -0.0005 -0.197
C 0.5777 -1.3733 -0.0004 0.2054 -0.2523 -0.0004 -0.263
C -0.4415 -0.4258 -0.0002 -0.0622 0.0612 0.0019 0.190
H -3.2359 -1.8917 0.0159 0.1325 0.1693 0.0050 0.479
H -1.3856 2.7984 0.0009 -0.0190 0.1749 0.0000 0.242
H 1.3897 2.4453 -0.0030 0.0420 0.0878 0.0003 0.215
H 3.1993 0.7653 -0.0044 0.0736 0.0405 0.0008 0.213
H 2.6887 -1.6319 -0.0017 0.0527 -0.0785 -0.0004 0.214
H 0.3355 -2.4241 0.0003 0.0287 -0.1067 0.0000 0.229
```
Forces are in eV/Å.

Output
HOMO-LUMO gap = 8.38 eV
Energy = -741.64125 Eh
LUMO level = 0.3 eV
2S+1 = 1
Charge = 0
E_HOMO = -8.1 eV
SMILES string = On1pcc2ccccc21
Relative energy (zero: lowest compared OMol25 entry of this formula, charge and spin) = 9.1 kcal per mole

=====

The following is a DFT calculation (the ωB97M-V functional and the def2-TZVPD basis) of an isolated molecule of C7H6O.

```
14
Properties=species:S:1:pos:R:3:forces:R:3:nbo_charge:R:1
C 0.9621 -2.1157 -2.1869 -2.3260 2.3919 5.5302 -0.278
C 0.3186 -1.3895 -1.2970 3.8860 -5.1285 -5.7775 0.019
C -0.1363 -0.4421 -0.2877 2.4568 1.8159 -6.1347 -0.248
C -0.2099 -0.8693 0.9308 -1.5462 -4.3733 9.5291 -0.023
C -0.3181 -1.4409 2.0271 -1.9757 1.9971 1.3688 -0.202
C 0.1478 0.8107 -0.6405 0.4691 1.6585 -3.5290 -0.060
C 0.1287 2.1453 -0.0028 -0.6046 0.2383 1.0852 -0.122
O -0.8090 1.8908 1.0579 1.1342 4.6544 3.8887 -0.715
H 1.6998 -2.9667 -2.5084 -2.0637 2.2692 0.4502 0.275
H -0.8426 -1.4668 3.1634 2.1372 -0.2908 -3.8893 0.277
H 0.2917 0.9108 -1.7398 0.2378 -0.1045 0.7752 0.207
H -0.5410 2.8068 -0.6352 1.9487 -0.1204 -0.1003 0.205
H 1.2655 2.5995 0.3198 -3.2558 -1.2251 -0.9370 0.201
H -0.7592 2.7988 1.6796 -0.4978 -3.7826 -2.2596 0.464
```
Forces are in eV/Å.

Output
HOMO-LUMO gap = 8.49 eV
Energy = -345.26513 Eh
LUMO level = 0.0 eV
2S+1 = 1
Charge = 0
E_HOMO = -8.5 eV
SMILES string = C#CC(C#C)=CCO
Relative energy (zero: lowest compared OMol25 entry of this formula, charge and spin) = 163.2 kcal per mole

=====

The following is a DFT calculation (the ωB97M-V functional and the def2-TZVPD basis) of an isolated molecule of C7H6O2S.

```
16
Properties=species:S:1:pos:R:3:forces:R:3:nbo_charge:R:1
C 1.0753 1.3840 1.3880 0.0889 -0.0599 -0.0977 -0.235
C 0.0282 0.9069 2.1603 -0.0119 0.0448 0.0171 -0.195
C 1.1334 1.0600 0.0407 0.0728 -0.0662 -0.3293 -0.237
C -0.9740 0.1478 1.5902 0.1520 0.0024 -0.0030 -0.223
C 0.1525 0.2656 -0.5156 -0.2087 -0.0030 0.8630 0.199
C -0.9393 -0.2001 0.2402 0.0312 -0.1367 -0.5050 -0.227
C -0.3419 -1.0976 -2.3710 -1.4147 -0.4221 1.6905 0.616
O 0.1564 0.0231 -1.8975 0.1289 -0.0350 -0.2462 -0.469
O 0.1745 -2.2942 -2.1509 0.2336 0.4137 -0.2460 -0.636
S -2.1653 -1.1560 -0.5104 0.8475 -0.0987 -1.4299 -0.186
H 1.8475 2.0001 1.8219 0.0595 0.0302 0.0329 0.218
H -0.0136 1.1248 3.2163 -0.0030 0.1028 0.0976 0.216
H 1.9264 1.4226 -0.5937 0.1547 0.0704 -0.0358 0.226
H -1.8034 -0.2016 2.1834 -0.0800 -0.0422 0.0919 0.223
H -0.8589 -1.0174 -3.3184 0.0778 0.0216 0.0567 0.202
H 0.6022 -2.3681 -1.2835 -0.1286 0.1778 0.0432 0.510
```
Forces are in eV/Å.

Output
HOMO-LUMO gap (alpha / beta) = 7.50 / 7.50 eV
Energy = -818.95410 Eh
LUMO level (alpha / beta) = -0.1 / -0.1 eV
2S+1 = 1
Charge = 0
E_HOMO (alpha / beta) = -7.6 / -7.6 eV
Relative energy (zero: lowest compared OMol25 entry of this formula, charge and spin) = 15.8 kcal per mole

=====

Listing M for the structures above in their given order: 246.3 279.6 132.1 151.1 106.1 154.2 g mol⁻¹.